Entry 1:
130
Properties=species:S:1:pos:R:3:forces:R:3:mulliken_charge:R:1 method="wB97M-V/def2-TZVPD" homo_energy_ev=-10.715 gap_ha=0.389 smiles="C[C@H]1COC(=O)O1.C[C@H]1COC(=O)O1.C[C@H]1COC(=O)O1.C[C@H]1COC(=O)O1.C[C@H]1COC(=O)O1.C[C@H]1COC(=O)O1.C[C@H]1COC(=O)O1.C[C@H]1COC(=O)O1.C[C@H]1COC(=O)O1.C[C@H]1COC(=O)O1" mol_weight_g_mol=1020.89 lumo_ev=-0.1210
C 0.620 1.092 1.279 0.168 0.400 0.655 -0.436
C -0.109 -0.194 1.020 0.074 0.010 -0.894 0.666
C -1.277 -0.093 0.053 -0.529 1.136 0.747 0.076
O -1.281 -1.350 -0.604 0.033 -0.351 0.279 -0.168
C -0.050 -1.917 -0.447 -0.753 0.852 -1.017 0.249
O 0.263 -2.928 -0.996 0.298 -0.273 0.132 -0.434
O 0.731 -1.122 0.282 0.572 -0.458 0.450 -0.085
H 1.666 0.905 1.525 -0.001 -0.096 -0.098 0.180
H 0.190 1.602 2.144 -0.097 -0.091 -0.014 0.109
H 0.570 1.808 0.460 0.029 -0.248 -0.226 -0.351
H -0.384 -0.729 1.932 -0.066 0.220 0.116 0.179
H -1.190 0.735 -0.659 0.558 -0.291 -0.272 -0.105
H -2.202 0.156 0.577 -0.182 -0.773 -0.077 0.046
C -2.453 -3.810 1.359 -1.027 1.109 -0.575 -0.684
C -3.009 -3.157 2.626 -0.199 -0.305 -0.477 0.803
C -4.284 -2.342 2.410 -0.113 -0.768 0.010 -0.110
O -5.031 -2.554 3.618 0.504 0.207 0.072 -0.402
C -4.534 -3.651 4.238 -0.321 -0.302 0.135 0.512
O -5.003 -4.145 5.211 0.115 0.102 -0.148 -0.533
O -3.461 -4.143 3.565 0.242 0.398 0.258 -0.444
H -2.672 -4.867 1.230 0.497 -0.193 0.639 0.469
H -1.426 -3.495 1.216 0.224 -0.670 -0.082 -0.374
H -3.018 -3.381 0.520 0.299 0.182 -0.035 0.227
H -2.234 -2.517 3.060 -0.060 -0.213 0.412 0.254
H -4.865 -2.817 1.613 0.033 0.349 -0.208 0.257
H -4.103 -1.289 2.231 -0.205 0.049 0.026 0.040
C 4.074 4.477 0.177 0.906 1.625 0.162 -1.838
C 3.485 3.723 1.343 0.683 -0.838 -1.009 2.139
C 4.515 2.756 1.949 0.274 0.242 0.384 -0.184
O 4.408 2.991 3.364 -0.444 -0.189 0.253 -0.361
C 3.671 4.101 3.585 0.984 0.321 -0.264 0.621
O 3.516 4.640 4.634 -0.296 -0.346 0.253 -0.564
O 3.250 4.615 2.420 -0.846 0.181 -0.181 -0.395
H 4.898 5.079 0.587 0.069 -0.191 0.027 0.517
H 3.435 5.259 -0.234 -0.474 -0.418 -0.005 0.330
H 4.536 3.917 -0.634 -0.395 -0.554 0.146 0.350
H 2.583 3.203 1.015 -0.255 0.128 0.466 -1.024
H 5.528 3.046 1.661 -0.023 -0.067 -0.090 0.308
H 4.384 1.693 1.764 -0.256 0.050 -0.151 0.210
C 4.003 -2.449 1.351 -0.386 -0.141 1.511 -1.126
C 3.620 -3.878 1.681 0.453 -0.003 -1.373 0.398
C 2.421 -4.417 0.896 0.672 -0.023 0.898 0.938
O 2.753 -5.802 0.740 -0.413 0.065 -0.089 -0.418
C 4.087 -5.941 0.845 0.520 -0.393 -0.002 0.556
O 4.674 -6.959 0.650 -0.122 0.223 -0.045 -0.559
O 4.661 -4.773 1.204 -0.160 0.046 0.400 -0.413
H 4.847 -2.181 1.989 0.223 0.053 -0.334 0.481
H 3.180 -1.838 1.736 0.002 0.199 -0.442 0.202
H 4.207 -2.249 0.306 -0.066 -0.129 -0.095 0.147
H 3.502 -4.030 2.755 0.030 -0.003 0.034 0.352
H 2.369 -3.946 -0.083 -0.418 0.069 0.029 -0.732
H 1.532 -4.342 1.516 -0.341 0.049 -0.504 0.171
C -2.989 3.817 0.789 -0.909 -0.344 0.113 -1.583
C -1.963 4.212 -0.266 -0.687 -0.004 1.468 1.134
C -2.091 5.617 -0.879 -0.679 -0.815 0.088 -0.615
O -0.783 6.146 -0.790 0.405 0.160 -0.189 -0.419
C -0.035 5.425 0.092 -0.947 0.717 -0.289 0.286
O 1.033 5.776 0.473 0.231 -0.454 0.024 -0.491
O -0.734 4.351 0.486 0.836 -0.569 -0.374 0.346
H -3.828 3.245 0.380 -0.043 0.380 -0.276 0.324
H -3.386 4.652 1.367 0.088 0.162 -0.187 0.458
H -2.607 3.113 1.533 0.548 0.100 -0.204 0.234
H -1.945 3.398 -0.993 0.765 0.196 -0.166 -0.136
H -2.795 6.219 -0.301 0.162 0.132 0.016 0.309
H -2.434 5.570 -1.910 0.227 0.165 -0.086 0.356
C 2.628 3.752 -4.545 -0.173 -0.079 0.014 -1.737
C 1.899 2.666 -3.762 0.366 0.410 -0.701 1.237
C 0.921 3.201 -2.722 0.247 0.577 -0.092 0.213
O -0.298 2.513 -2.993 -0.247 0.084 0.330 -0.234
C -0.230 1.926 -4.207 0.623 -0.428 -0.154 0.509
O -1.137 1.425 -4.786 -0.122 0.076 0.172 -0.589
O 1.048 1.937 -4.657 -0.503 0.012 -0.069 -0.407
H 3.058 4.478 -3.853 0.280 -0.149 -0.057 0.355
H 1.971 4.310 -5.216 -0.275 -0.118 0.172 0.408
H 3.383 3.290 -5.179 0.215 0.158 0.147 0.434
H 2.631 1.952 -3.399 -0.125 0.060 0.418 -0.284
H 0.758 4.271 -2.885 -0.085 -0.014 -0.047 0.335
H 1.245 3.095 -1.688 -0.139 -0.459 0.015 -0.285
C -0.046 4.441 3.998 1.308 0.191 -0.272 -1.309
C 0.113 4.414 5.506 -0.317 0.350 -0.281 0.515
C 0.476 5.790 6.176 -0.438 -1.373 0.127 -0.396
O -0.642 5.978 7.054 0.283 0.928 0.282 -0.385
C -1.600 5.049 6.903 0.086 0.406 0.025 0.608
O -2.631 5.050 7.498 0.000 -0.113 -0.022 -0.547
O -1.228 4.168 5.979 -0.102 -0.580 0.049 -0.409
H -0.346 3.481 3.578 -0.742 0.098 0.318 0.153
H 0.883 4.614 3.444 0.147 0.397 0.430 0.307
H -0.706 5.281 3.788 -0.303 -0.322 -0.394 0.354
H 0.703 3.584 5.890 0.318 0.156 -0.148 0.386
H 0.578 6.618 5.477 -0.254 -0.029 -0.088 0.275
H 1.368 5.740 6.796 0.080 -0.093 -0.131 0.280
C 3.515 -3.264 -3.283 1.074 -0.379 0.110 -1.364
C 3.483 -1.754 -3.376 -0.953 -0.390 -0.093 0.410
C 2.065 -1.136 -3.495 1.258 -0.540 -1.474 -0.438
O 2.050 -0.138 -2.491 -0.474 -0.003 0.170 0.033
C 3.159 -0.223 -1.720 -0.656 -0.632 0.259 0.312
O 3.343 0.484 -0.780 0.317 0.345 0.108 -0.296
O 3.929 -1.247 -2.101 0.284 0.443 -0.057 -0.414
H 3.192 -3.891 -4.116 -0.449 0.646 -0.284 0.464
H 2.979 -3.591 -2.392 -0.024 0.041 0.015 -0.001
H 4.571 -3.542 -3.192 -0.133 -0.083 0.361 0.427
H 4.145 -1.357 -4.146 0.093 -0.080 0.041 0.399
H 1.318 -1.930 -3.463 -0.353 0.379 0.869 0.135
H 1.972 -0.663 -4.475 -0.174 0.186 0.140 0.320
C -7.566 0.692 -2.495 -0.375 -0.096 -1.261 -1.496
C -7.052 -0.308 -1.488 0.281 1.082 -0.435 0.422
C -5.877 -1.171 -1.965 -1.136 -0.349 -0.595 -0.510
O -4.848 -0.922 -1.034 0.338 0.040 -0.142 -0.204
C -5.199 0.083 -0.201 0.167 -0.513 0.133 0.630
O -4.464 0.483 0.653 -0.179 0.354 -0.063 -0.511
O -6.441 0.500 -0.439 -0.218 -0.457 0.242 -0.374
H -8.372 1.300 -2.089 0.112 0.059 0.148 0.355
H -7.965 0.222 -3.404 -0.160 -0.378 0.380 0.399
H -6.797 1.334 -2.929 0.246 0.067 0.592 0.361
H -7.887 -0.894 -1.107 0.177 0.031 0.456 0.282
H -5.633 -0.917 -2.999 0.575 0.251 0.234 0.298
H -6.141 -2.229 -1.983 0.178 -0.033 0.309 0.324
C -0.199 -8.039 -1.713 -0.527 -0.119 -1.296 -1.382
C -0.275 -7.202 -3.005 0.593 -0.370 1.326 0.495
C 0.552 -5.905 -2.983 -1.137 0.592 -0.495 0.078
O 1.616 -6.138 -3.897 0.176 -0.097 0.397 -0.256
C 1.484 -7.364 -4.463 0.516 0.286 -0.229 0.531
O 2.262 -7.807 -5.245 -0.202 -0.043 0.042 -0.556
O 0.377 -7.971 -4.027 -0.456 -0.051 -0.177 -0.363
H -0.992 -7.782 -1.014 0.311 0.361 0.266 0.355
H 0.810 -8.012 -1.312 -0.077 -0.074 0.324 0.340
H -0.455 -9.040 -2.069 0.271 -0.160 0.351 0.378
H -1.324 -7.046 -3.246 0.093 0.056 -0.439 0.330
H 0.883 -5.594 -1.994 0.384 -0.324 -0.009 -0.091
H -0.048 -5.079 -3.375 0.098 0.044 0.008 0.139

---

Entry 2:
130
Properties=species:S:1:pos:R:3:forces:R:3:mulliken_charge:R:1 method="wB97M-V/def2-TZVPD" homo_energy_ev=-10.795 gap_ha=0.394 smiles="C[C@H]1COC(=O)O1.C[C@H]1COC(=O)O1.C[C@H]1COC(=O)O1.C[C@H]1COC(=O)O1.C[C@H]1COC(=O)O1.C[C@H]1COC(=O)O1.C[C@H]1COC(=O)O1.C[C@H]1COC(=O)O1.C[C@H]1COC(=O)O1.C[C@H]1COC(=O)O1" mol_weight_g_mol=1020.89 lumo_ev=-0.0789
C -7.273 15.618 -1.426 0.112 -0.409 0.168 -1.381
C -6.851 14.754 -0.246 0.170 -1.020 -0.543 0.419
C -5.426 14.179 -0.360 0.078 0.334 -0.195 -0.383
O -4.759 14.620 0.846 0.071 -0.708 -0.361 -0.318
C -5.602 15.325 1.594 0.759 2.236 3.403 0.696
O -5.334 15.810 2.719 -1.082 -1.890 -4.146 -0.595
O -6.750 15.523 0.922 -0.321 1.097 1.448 -0.333
H -7.318 15.106 -2.388 0.169 -0.540 0.186 0.377
H -6.496 16.373 -1.549 -0.474 0.520 0.095 0.366
H -8.293 15.961 -1.256 0.295 0.615 0.073 0.329
H -7.595 13.992 -0.013 0.009 -0.216 -0.302 0.280
H -4.946 14.650 -1.218 0.321 -0.147 0.076 0.257
H -5.352 13.094 -0.436 -0.087 0.131 0.084 0.287
C 6.909 17.510 -9.380 -0.628 -1.626 -1.544 -1.491
C 7.158 17.951 -8.012 0.713 1.015 0.144 0.644
C 6.736 19.370 -7.797 1.575 1.042 -0.248 -0.457
O 5.795 19.288 -6.794 -2.206 1.933 1.362 -0.343
C 5.557 18.063 -6.361 -0.689 -1.765 1.855 0.691
O 4.810 17.695 -5.452 1.962 1.360 -2.767 -0.577
O 6.369 17.242 -7.063 0.085 -1.262 0.131 -0.342
H 7.424 18.011 -10.199 0.433 0.351 0.487 0.389
H 5.853 17.611 -9.634 -0.172 -0.205 0.125 0.367
H 7.201 16.461 -9.428 -0.234 -0.157 -0.349 0.339
H 8.226 17.905 -7.800 -0.070 -0.659 0.457 0.214
H 6.414 19.899 -8.694 -0.688 -0.248 0.066 0.278
H 7.592 19.946 -7.446 -0.083 0.204 0.281 0.287
C 6.093 11.100 -5.167 -0.153 0.518 0.004 -1.413
C 7.543 10.736 -5.480 -1.812 0.199 1.022 0.501
C 8.039 9.823 -4.371 0.768 0.488 0.138 -0.453
O 8.572 8.705 -5.071 0.285 -0.358 0.350 -0.324
C 8.260 8.775 -6.367 1.437 -2.997 -3.009 0.691
O 8.578 7.903 -7.212 -1.410 3.338 3.131 -0.593
O 7.603 9.914 -6.630 0.159 -0.013 -0.823 -0.336
H 6.030 11.733 -4.282 0.341 -0.090 0.284 0.383
H 5.532 10.194 -4.937 -0.111 0.021 -0.264 0.351
H 5.580 11.707 -5.913 0.171 -0.343 -0.393 0.338
H 8.149 11.638 -5.558 0.170 -0.199 -0.491 0.269
H 7.278 9.489 -3.666 -0.065 -0.008 -0.172 0.287
H 8.815 10.371 -3.836 0.215 -0.542 0.233 0.300
C -0.136 14.689 -8.629 -0.236 -0.584 -0.383 -1.361
C -1.252 14.192 -7.693 2.277 -0.800 -0.404 0.570
C -1.511 15.073 -6.562 0.189 1.756 2.535 -0.441
O -2.875 15.344 -6.607 -2.121 0.172 -0.323 -0.339
C -3.440 14.728 -7.697 -4.171 2.381 0.615 0.684
O -4.632 14.886 -8.037 4.317 -0.927 1.137 -0.582
O -2.510 14.049 -8.290 0.109 -1.589 -2.425 -0.347
H 0.714 15.081 -8.070 -0.242 0.149 0.279 0.363
H -0.494 15.447 -9.326 -0.119 0.154 0.211 0.354
H 0.295 13.894 -9.236 -0.280 -0.184 -0.025 0.342
H -0.969 13.265 -7.194 0.027 -0.560 -0.894 0.242
H -0.995 16.032 -6.515 0.239 0.001 -0.422 0.245
H -1.294 14.571 -5.619 0.020 0.025 0.121 0.271
C 10.034 17.934 2.176 0.503 -0.489 0.415 -1.420
C 9.614 16.543 1.724 0.553 1.427 1.819 0.449
C 8.965 16.556 0.408 -1.186 0.226 -0.228 -0.364
O 9.751 15.662 -0.306 -1.172 -1.139 -3.370 -0.327
C 10.768 15.172 0.356 3.582 -2.675 -1.959 0.727
O 11.627 14.372 -0.094 -3.272 2.780 1.642 -0.615
O 10.780 15.740 1.526 0.743 0.123 2.413 -0.348
H 10.735 17.812 3.002 0.025 0.191 0.056 0.342
H 9.202 18.541 2.533 -0.099 -0.102 -0.200 0.371
H 10.553 18.430 1.355 -0.040 0.127 0.051 0.373
H 8.966 16.081 2.470 0.293 -0.211 0.139 0.266
H 8.948 17.525 -0.089 0.120 -0.029 -0.025 0.286
H 7.941 16.215 0.563 -0.088 -0.221 -0.748 0.260
C 10.251 23.634 7.065 -0.233 0.050 -0.580 -1.409
C 11.130 24.816 6.575 -1.440 -2.794 -0.879 0.467
C 10.445 26.144 6.647 -0.967 -0.006 -0.770 -0.369
O 11.361 26.925 7.309 1.071 1.478 1.739 -0.325
C 12.325 26.168 7.888 2.570 2.382 0.612 0.673
O 13.215 26.644 8.592 -2.572 -1.854 -1.622 -0.561
O 12.234 24.939 7.378 2.003 -0.137 1.966 -0.333
H 9.336 23.654 6.473 -0.249 0.097 0.116 0.376
H 9.991 23.653 8.123 0.021 0.597 0.017 0.341
H 10.634 22.625 6.917 0.624 0.245 -0.272 0.351
H 11.498 24.595 5.573 -0.126 -0.024 -0.165 0.230
H 9.523 26.072 7.224 -0.215 0.190 -0.174 0.278
H 10.312 26.609 5.671 -0.496 -0.224 0.020 0.279
C 1.839 15.599 1.575 -0.139 -0.283 0.112 -1.402
C 1.950 16.963 2.210 -0.449 -1.339 0.931 0.516
C 1.171 17.111 3.555 -2.113 -0.302 -2.175 -0.499
O 2.053 17.683 4.393 2.441 1.094 2.069 -0.325
C 3.299 17.641 3.880 2.246 2.258 2.295 0.686
O 4.275 18.133 4.433 -1.952 -1.359 -1.007 -0.587
O 3.300 17.091 2.695 0.044 -0.082 -1.442 -0.329
H 0.893 15.521 1.040 0.192 -0.060 -0.310 0.371
H 1.844 14.795 2.311 -0.040 0.158 0.286 0.365
H 2.714 15.400 0.956 -0.292 0.206 -0.419 0.332
H 1.681 17.740 1.494 0.434 0.235 0.131 0.291
H 0.800 16.176 3.975 -0.002 -0.205 -0.243 0.297
H 0.355 17.828 3.465 -0.360 -0.340 -0.233 0.283
C 2.186 5.613 -4.578 0.493 0.896 -0.988 -1.382
C 0.780 6.129 -4.843 0.597 -1.990 -0.351 0.515
C -0.188 5.557 -3.850 -0.849 -0.878 0.526 -0.453
O -0.629 6.671 -3.086 0.039 0.032 -0.564 -0.309
C -0.138 7.779 -3.667 0.376 3.694 2.659 0.629
O -0.283 8.898 -3.170 0.044 -2.772 -1.773 -0.575
O 0.688 7.522 -4.701 -0.665 0.209 0.098 -0.325
H 2.259 4.525 -4.594 -0.257 0.055 0.275 0.391
H 2.606 6.059 -3.676 -0.190 -0.294 0.243 0.349
H 2.825 5.957 -5.391 0.161 0.016 -0.054 0.354
H 0.409 5.781 -5.807 0.437 0.567 -0.426 0.255
H 0.263 4.794 -3.215 0.056 0.274 0.269 0.256
H -1.030 5.073 -4.343 -0.233 0.205 0.074 0.295
C 10.963 15.988 9.361 0.031 1.240 -0.095 -1.288
C 9.604 16.652 9.215 1.306 -1.444 -1.645 0.431
C 8.423 15.797 9.508 -0.397 -0.038 -1.286 -0.410
O 7.704 16.597 10.394 -2.265 -0.946 1.608 -0.331
C 8.403 17.620 10.846 -0.638 2.858 1.829 0.697
O 8.085 18.437 11.707 0.538 -2.410 -2.026 -0.578
O 9.512 17.704 10.126 1.264 1.110 0.173 -0.346
H 10.962 15.364 10.254 0.472 0.157 -0.012 0.340
H 11.544 16.908 9.424 0.832 -0.377 0.728 0.311
H 11.406 15.498 8.494 -0.679 -0.369 -0.048 0.358
H 9.487 16.967 8.178 0.235 0.834 0.108 0.249
H 8.676 14.798 9.865 -0.305 0.101 0.389 0.277
H 7.867 15.770 8.571 -0.408 -0.712 0.276 0.290
C 1.610 21.486 11.542 0.811 -0.523 0.742 -1.489
C 1.827 21.471 10.050 -0.315 0.553 1.124 0.569
C 0.562 21.974 9.390 -0.594 0.198 -1.490 -0.456
O 0.998 23.047 8.508 0.536 -0.401 0.503 -0.345
C 2.328 23.270 8.722 0.623 0.597 -0.691 0.677
O 3.018 24.063 8.132 -1.195 -0.856 0.724 -0.547
O 2.798 22.455 9.692 0.096 -0.087 -0.263 -0.354
H 2.506 21.217 12.101 0.265 0.033 -0.204 0.356
H 0.902 20.706 11.822 -0.394 0.235 -0.057 0.384
H 1.320 22.472 11.906 -0.298 -0.080 -0.161 0.375
H 2.160 20.483 9.731 0.002 0.135 -0.296 0.266
H -0.202 22.358 10.066 0.329 0.199 0.211 0.278
H 0.061 21.220 8.784 0.151 -0.001 -0.152 0.286